ORCA calculation (ωB97M-V/def2-TZVPD) on C2H2OS3 in the gas phase in a non-equilibrium geometry.

Output
maximum force = 2.51 eV Å⁻¹
spin multiplicity = 1
HOMO level = -9.08 eV
E_LUMO = -0.849 eV
relative energy (zero: lowest compared OMol25 entry of this formula, charge and spin) = 0.640 eV
SMILES = OC(=S)C(=S)S
gap between HOMO and LUMO = 8.229 eV

Atoms and positions in Å:
C: -0.706439 -0.277451 -0.014564
C: 0.756074 -0.223684 -0.406810
H: -0.112737 -0.651291 1.839500
H: -0.058726 1.918862 -0.612400
O: -0.915681 -0.525230 1.272907
S: -1.865019 -0.244429 -1.082026
S: 1.184927 1.486395 -0.364480
S: 1.717599 -1.483171 -0.632124

Forces on atoms 1 to 6 (eV/Å):
C 1.705 -1.700 0.699
C -0.843 1.192 0.491
H -0.603 0.251 -1.052
H -0.014 0.068 0.102
O 0.225 -0.012 1.214
S -1.280 0.361 -1.114